C4H16N2O2 | ωB97M-V with the def2-TZVPD basis set

Element x y z (Å)
1 C 2.371 -0.381 -0.794
2 N 2.906 0.597 -0.026
3 C -2.635 0.760 -0.797
4 C -1.315 0.997 -0.020
5 N -1.190 0.133 1.158
6 C -1.055 -1.243 0.781
7 H 1.241 -0.224 -1.015
8 H 2.333 -1.284 -0.200
9 H 2.849 -0.625 -1.736
10 H 2.194 0.790 0.748
11 H -3.481 0.881 -0.114
12 H -2.597 -0.255 -1.196
13 H -0.464 0.909 -0.711
14 H -1.350 2.017 0.356
15 H -0.205 0.430 1.614
16 H -0.483 -1.404 -0.202
17 H -0.508 -1.803 1.504
18 H -2.018 -1.678 0.575
19 H 3.426 1.341 -0.429
20 H 1.689 1.077 2.632
21 O 1.209 1.115 1.792
22 H -2.812 1.547 -1.522
23 H 0.036 -2.321 -1.261
24 O -0.141 -1.378 -1.137

The HOMO-LUMO gap comes out at 0.15861 Ha. The value obtained for the energy above the lowest of the compared OMol25 structures with the same formula, charge and spin is 181.1 kcal/mol.

Per-atom natural (NBO) charges, elementary charge units:
1 C -0.389
2 N -0.851
3 C -0.629
4 C -0.249
5 N -0.401
6 C -0.174
7 H 0.173
8 H 0.155
9 H 0.180
10 H 0.432
11 H 0.210
12 H 0.205
13 H 0.234
14 H 0.222
15 H 0.474
16 H 0.319
17 H 0.231
18 H 0.226
19 H 0.354
20 H 0.452
21 O -1.174
22 H 0.228
23 H 0.480
24 O -0.709